18
Properties=species:S:1:pos:R:3:mulliken_spin:R:1 method="wB97M-V/def2-TZVPD" total_energy_ha=-397.12920 fmax_ev_per_a=6.9 relative_energy_ev=3.141 e_lumo_ev="-4.31 / -8.89" molar_mass_g_mol=109.13 total_charge=+1 s_squared=0.791 homo_ha="-0.54649 / -0.54643" gap_ev="10.565 / 5.974" multiplicity=2
C -0.063 -0.058 -1.761 0.01
N 0.016 0.626 -0.495 0.45
C -0.111 -0.156 0.777 -0.14
N -0.062 0.785 1.911 0.02
N -0.257 -1.408 1.004 0.60
H -0.334 0.687 -2.518 0.00
H 0.892 -0.624 -1.909 0.03
H -0.821 -0.988 -1.583 0.04
H -0.190 1.551 -0.199 -0.01
H -1.036 1.022 2.188 -0.01
H 0.692 1.455 1.533 0.01
H 0.296 -1.612 1.954 -0.02
H 3.340 0.055 -0.086 0.00
H 4.433 -0.803 -0.652 0.00
O 4.071 -0.606 0.184 0.00
H -4.317 0.448 -0.034 0.00
H -2.820 -0.148 0.048 0.00
O -3.728 -0.225 -0.361 0.00